A molecular structure, C24H56AsCl3F5LiN4O4P2Si3Te. Source: the Open Molecules 2025 dataset; level of theory: ωB97M-V/def2-TZVPD.

ORCA input file:
```
! RIJCOSX wB97M-V def2-TZVPD def2/J DEFGRID3
* xyz -2 1
Li -0.37859 -0.06142 -1.13280
C 3.70149 2.41730 -2.80717
N 2.44131 1.70779 -2.82093
C 1.40133 2.33598 -3.62501
P 2.41756 0.06371 -2.57081
O 1.23637 -0.68791 -2.06774
O 3.14001 0.33862 -0.85400
P 2.29903 0.60788 0.42594
O 0.84037 0.84519 0.31168
N 2.96110 1.97530 1.16999
C 4.35647 1.93171 1.55272
C 2.57993 3.25447 0.58965
N 2.66429 -0.64985 1.43792
C 1.81892 -0.92584 2.58073
C 3.86725 -1.44421 1.35916
N 3.84678 -0.68773 -2.97060
C 4.22225 -1.88835 -2.24992
C 4.41809 -0.60115 -4.29778
H 4.17066 2.44962 -3.80195
H 4.39308 1.95122 -2.10824
H 3.52684 3.45113 -2.49660
H 1.64604 2.34768 -4.69293
H 1.27514 3.36379 -3.27370
H 0.45210 1.82638 -3.47538
H 4.57786 1.00116 2.07360
H 4.57156 2.76065 2.23390
H 5.03594 2.01783 0.69002
H 1.56631 3.19048 0.19445
H 3.25662 3.55070 -0.22115
H 2.60968 4.03290 1.35872
H 2.31099 -0.64443 3.52266
H 1.57357 -1.99039 2.61982
H 0.88559 -0.37744 2.48668
H 4.48460 -1.10776 0.53027
H 3.62379 -2.50049 1.20401
H 4.45123 -1.36206 2.28768
H 3.55389 -2.05758 -1.41070
H 5.25133 -1.81760 -1.87575
H 4.14840 -2.76104 -2.90875
H 4.13451 0.32817 -4.78313
H 4.08819 -1.42563 -4.94037
H 5.51088 -0.63265 -4.21692
F 0.92272 -3.05774 -4.33868
Te -0.05194 -1.43169 -4.79545
F -1.35260 -2.52741 -5.61378
F 1.87386 -0.13920 -4.30932
F -0.75986 0.03541 -5.85720
F 1.02527 -1.60494 -6.31778
O -1.36352 1.10934 -2.36327
Cl -1.96057 3.02119 -4.67946
Si -2.53420 1.70077 -3.16731
Cl -3.86991 2.87325 -2.06627
Cl -3.72338 0.30299 -4.11652
C -3.44204 3.48469 1.58173
As -1.74133 2.59865 1.12946
C -0.58689 3.86567 2.11096
C -1.71536 1.17895 2.53498
C -2.37444 1.51716 3.82368
C -3.73200 1.25077 4.01857
C -4.36525 1.59076 5.20317
C -3.65688 2.20696 6.22797
C -2.30521 2.46880 6.05339
C -1.67265 2.12353 4.86677
H -3.50981 3.75394 2.63656
H -4.27058 2.82827 1.31353
H -3.51435 4.38239 0.96545
H -1.01382 4.14401 3.07651
H -0.44988 4.76394 1.50736
H 0.38799 3.39565 2.26028
H -0.65244 0.97576 2.66740
H -2.16278 0.30015 2.07693
H -4.28614 0.76130 3.22483
H -5.41840 1.36861 5.32942
H -4.15120 2.47207 7.15482
H -1.73680 2.93890 6.84775
H -0.61386 2.32050 4.74201
C -1.14654 -4.84504 1.04674
Si -0.70750 -3.44479 -0.18990
C -1.17525 -4.18020 -1.87039
C 1.18751 -3.40772 -0.10254
C -1.46855 -1.83876 0.11227
Si -3.25055 -1.79945 0.37859
C -4.19364 -3.07488 -0.66091
C -4.10782 -0.15965 -0.03735
C -3.80731 -2.20637 2.16877
H -0.63420 -5.78396 0.80444
H -2.22317 -5.04076 1.05111
H -0.86271 -4.55325 2.06353
H -0.47518 -4.96353 -2.17341
H -1.13907 -3.39044 -2.62360
H -2.18479 -4.59988 -1.87492
H 1.62000 -4.22571 -0.68741
H 1.52574 -3.52245 0.93232
H 1.56500 -2.46377 -0.49896
H -0.90642 -1.26421 0.86388
H -3.97911 -2.94188 -1.72510
H -5.27083 -2.94496 -0.51389
H -3.93775 -4.10188 -0.38841
H -4.37144 -0.14449 -1.09938
H -3.44650 0.69426 0.11159
H -5.02811 0.00390 0.53567
H -3.46747 -3.21172 2.43727
H -4.89774 -2.17015 2.28323
H -3.37110 -1.51779 2.90106
*
```

Calculated values
E_LUMO in eV: 4.00
Energy in hartree: -7411.1761
ΔE to the lowest compared entry with this formula, charge and spin in kcal per mole: 20.7
Gap between HOMO and LUMO in hartree: 0.2033
HOMO level in eV: -1.53

Atom charges from the Mulliken analysis, given in e for atoms 1 to 4: 1.111 -1.260 0.980 -0.527